No. 1
DFT (ωB97M-V/def2-TZVPD) results for H22NeO11 as an isolated structure.

```
34
Properties=species:S:1:pos:R:3:forces:R:3
Ne 0.0830 -0.2035 0.1014 -0.015 -0.049 -0.051
O 1.3031 1.7180 1.9800 0.235 0.643 -0.256
H 0.9999 0.9006 2.3752 -0.034 -0.894 0.352
H 0.6495 2.3672 2.2399 -0.069 0.226 -0.012
O 0.8318 -0.7646 3.2329 -0.467 1.007 0.318
H -0.0411 -1.0468 3.5059 -0.253 0.087 0.091
H 1.2352 -1.5519 2.8675 0.470 -0.519 -0.221
O 2.4482 2.1385 -0.5122 0.377 -0.049 -0.743
H 2.1867 1.9258 0.3836 -0.604 -0.121 0.833
H 3.3208 1.7560 -0.6046 0.299 0.085 -0.104
O -2.7417 -2.1494 -2.0982 -0.023 -0.118 -0.424
H -2.1587 -2.6739 -1.5493 0.342 -0.054 0.047
H -3.2817 -1.6612 -1.4766 -0.426 0.340 0.186
O 3.1478 -0.1500 -3.5921 0.140 0.160 -0.090
H 2.9050 -1.0473 -3.8206 -0.073 -0.218 -0.135
H 2.8838 -0.0556 -2.6768 -0.133 0.095 0.253
O -2.6333 1.3546 0.4912 -0.189 -0.423 0.258
H -1.9615 2.0158 0.3243 0.460 0.479 -0.421
H -3.0752 1.6566 1.2848 -0.201 0.159 0.168
O -4.2874 -0.9186 0.2069 -0.347 -0.408 -0.145
H -3.9558 -1.7231 0.6058 -0.040 -0.248 0.181
H -3.5837 -0.2816 0.3307 0.457 0.629 -0.090
O 0.9426 3.1608 -2.6032 -0.369 0.327 -0.210
H 0.7099 2.5498 -3.3023 -0.176 -0.072 -0.239
H 1.5294 2.6625 -2.0344 0.534 -0.247 0.528
O -0.7323 3.8365 -0.3598 -0.652 -0.142 0.762
H -0.1367 3.5486 -1.0515 0.362 -0.154 -0.868
H -0.1564 4.1153 0.3521 0.141 0.179 0.105
O 1.8668 -3.0735 2.5139 0.221 -0.176 -0.112
H 1.8412 -3.2698 1.5774 0.134 -0.051 -0.284
H 1.2333 -3.6765 2.9029 -0.147 -0.296 0.242
O -0.7052 -3.5401 -0.6459 0.008 -0.026 0.249
H 0.2332 -3.4579 -0.4757 0.186 0.174 -0.143
H -0.9006 -4.4610 -0.4730 -0.147 -0.324 -0.028
```
Positions in Å, forces in eV/Å.

Calculated values
LUMO	-0.7	eV
net charge	0
calculated total energy	-26389.044	eV
frontier orbital gap	9.735	eV
ΔE to the lowest compared entry with this formula, charge and spin	21.0	kcal per mole
HOMO level	-10.47	eV

These are the natural (NBO) partial charges, in e, on atoms 1 to 5: number 1, Ne, carries 0.000; number 2, O, carries -0.981; number 3, H, carries 0.509; number 4, H, carries 0.472; number 5, O, carries -0.978



No. 2
DFT (ωB97M-V/def2-TZVPD) results for one molecule with the formula C6H11NO.

```
19
Properties=species:S:1:pos:R:3:forces:R:3
C -0.0132 1.2329 -1.0924 -0.051 -0.167 0.279
C 2.0196 -0.8009 -0.1503 -0.160 0.230 0.094
C -1.2657 -0.7401 -0.0211 0.105 -0.144 0.221
C -0.3612 0.4614 0.1708 0.582 -0.387 -0.058
N -0.7162 1.3875 1.2216 0.344 0.145 0.087
C -0.3623 -1.6523 0.3422 -0.485 -0.141 -0.158
C 0.7253 -0.6528 0.6273 -0.506 0.722 -0.262
O -2.5819 -0.8032 -0.3457 0.223 -0.015 -0.076
H -2.8832 0.0694 -0.6245 0.045 -0.049 0.036
H -1.4154 2.0631 0.9353 -0.030 -0.172 0.187
H -0.9729 0.9034 2.0739 -0.210 0.177 -0.108
H -0.3697 -2.7244 0.3981 -0.056 -0.271 0.052
H 0.9438 -0.5158 1.6886 -0.024 0.004 0.061
H -0.8599 1.8483 -1.3997 -0.064 0.062 -0.112
H 0.8296 1.8927 -0.9024 0.068 0.085 0.004
H 0.2380 0.5528 -1.9007 -0.010 -0.017 -0.114
H 1.8256 -1.0554 -1.1895 0.010 -0.049 -0.109
H 2.5937 0.1232 -0.1228 0.148 0.062 0.004
H 2.6259 -1.5899 0.2914 0.070 -0.075 -0.027
```
Positions in Å, forces in eV/Å.

Calculated values
LUMO	0.7	eV
net charge	0
SMILES	C[C@@H]1C=C(O)[C@@]1(C)N
calculated total energy	-9936.726	eV
frontier orbital gap	9.193	eV
ΔE to the lowest compared entry with this formula, charge and spin	39.9	kcal per mole
HOMO level	-8.51	eV

These are the natural (NBO) partial charges, in e, on atoms 1 to 5: number 1, C, carries -0.621; number 2, C, carries -0.617; number 3, C, carries 0.296; number 4, C, carries 0.080; number 5, N, carries -0.842



No. 3
DFT (ωB97M-V/def2-TZVPD) results for C3H6N2O4 as an isolated structure.

```
15
Properties=species:S:1:pos:R:3:forces:R:3
C -0.6441 -0.4181 0.0244 1.629 0.924 -2.628
C 0.0717 -0.1055 -1.2312 1.647 -0.962 -1.161
C 0.8506 0.6547 0.4108 -2.713 2.009 4.659
N -1.9296 0.0945 0.1573 -0.356 0.029 0.418
N 1.6526 -0.0569 1.2386 4.072 -2.040 0.174
O -0.4062 -1.6784 0.4869 0.177 0.061 0.880
O -0.4802 0.9173 -1.9306 0.414 -0.259 0.187
O 1.2202 -0.5819 -1.4870 -2.445 0.961 -0.055
O 0.7982 1.8715 0.4521 -0.231 -1.845 -1.541
H -1.1960 -2.2258 0.3945 -0.083 0.263 -0.121
H 0.2451 1.4073 -2.3589 -0.201 -0.301 -0.044
H -2.0476 0.9909 -0.2980 0.014 -0.114 0.065
H -2.2921 0.0910 1.1022 0.181 0.144 0.001
H 1.6791 -0.4494 2.1675 -1.849 0.835 0.162
H 2.4783 -0.5111 0.8713 -0.255 0.296 -0.997
```
Positions in Å, forces in eV/Å.

Calculated values
LUMO	0.5	eV
net charge	0
calculated total energy	-14375.786	eV
frontier orbital gap	8.832	eV
ΔE to the lowest compared entry with this formula, charge and spin	97.8	kcal per mole
HOMO level	-8.37	eV

These are the natural (NBO) partial charges, in e, on atoms 1 to 5: number 1, C, carries 0.321; number 2, C, carries 0.661; number 3, C, carries 0.690; number 4, N, carries -0.836; number 5, N, carries -0.962